# C6H10O

C6H10O as an isolated structure (the ωB97M-V functional and the def2-TZVPD basis, the OMol25 dataset).

Values from the calculation:
**Gap between HOMO and LUMO**: 10.159 eV
**LUMO level**: 0.0426 hartree
**ΔE to the lowest compared entry with this formula, charge and spin**: 58.6 kcal/mol
**HOMO**: -9.00 eV
**Calculated total energy**: -8428.700 eV

```
! wB97M-V def2-TZVPD RIJCOSX def2/J DEFGRID3
* xyz 0 1
C -0.1801 1.5637 1.6153
C -0.9749 0.8545 0.5252
C -0.5649 -0.5921 0.4134
O -1.2992 -1.3209 -0.5949
C -0.0697 -1.7512 -1.0815
C 0.8033 -0.6506 -1.6355
C 0.8212 -1.0105 -0.1714
H 0.8935 1.5349 1.3964
H -0.3342 1.0916 2.5930
H -0.4767 2.6121 1.7006
H -0.8298 1.3495 -0.4418
H -2.0513 0.8925 0.7355
H -0.7210 -1.1298 1.3524
H 0.0925 -2.7810 -1.3946
H 1.1274 -1.2878 -2.4191
H 0.4126 0.3226 -1.9219
H 1.6474 -1.3623 0.4342
*
```

***

# C6H10O

C6H10O as an isolated structure (the ωB97M-V functional and the def2-TZVPD basis, the OMol25 dataset).

Values from the calculation:
**Gap between HOMO and LUMO (spin up / spin down)**: 7.842 / 7.058 eV
**LUMO level (spin up / spin down)**: 0.0251 / 0.0165 hartree
**ΔE to the lowest compared entry with this formula, charge and spin**: 95.9 kcal/mol
**HOMO (spin up / spin down)**: -7.16 / -6.61 eV
**Calculated total energy**: -8427.082 eV

```
! wB97M-V def2-TZVPD RIJCOSX def2/J DEFGRID3
* xyz 0 1
C -2.1277 -0.1009 0.1876
C -1.1363 0.6621 -0.6410
C 0.5777 1.0573 0.7267
C 0.2639 0.4248 -0.5635
C 0.9075 -1.1735 -0.3570
C 2.1520 -0.7196 0.1813
O 2.1165 0.1512 1.1009
H -3.1347 0.3136 0.0798
H -1.9013 -0.1156 1.2609
H -2.1757 -1.1600 -0.1299
H -1.5248 1.1206 -1.5500
H 0.9269 2.0857 0.7487
H -0.0032 0.7551 1.5908
H 0.8127 0.9040 -1.3791
H 0.9552 -1.7756 -1.2667
H 0.1888 -1.5754 0.3620
H 3.1025 -0.8539 -0.3513
*
```

***

# C6H10O

One molecule with the formula C6H10O (the ωB97M-V functional and the def2-TZVPD basis, the OMol25 dataset).

Values from the calculation:
**Gap between HOMO and LUMO**: 10.168 eV
**LUMO level**: 0.0380 hartree
**ΔE to the lowest compared entry with this formula, charge and spin**: 116.6 kcal/mol
**HOMO**: -9.13 eV
**Calculated total energy**: -8426.183 eV
**SMILES string**: C[C@H]1C[C@H]2OC[C@@H]12

```
! wB97M-V def2-TZVPD RIJCOSX def2/J DEFGRID3
* xyz 0 1
C 0.1424 1.0447 1.4311
C -0.2564 -0.3184 0.8708
C -1.4853 -0.4107 0.0562
C -0.5525 -0.4969 -1.2991
O 0.1648 0.6267 -1.8068
C 1.3871 0.2234 -1.1565
C 0.6309 -0.8385 -0.3272
H 1.0079 0.9013 2.0915
H -0.6841 1.4339 2.0362
H 0.3979 1.7990 0.6819
H -0.7789 -0.7785 1.7686
H -2.0027 -1.3662 0.0423
H -2.1594 -0.0574 1.1254
H -0.8538 -1.1739 -2.1231
H 1.8778 1.0557 -0.6390
H 2.0957 -0.1978 -1.8901
H 1.0573 -1.8381 -0.2427
*
```

***

# C6H10O

C6H10O as an isolated structure (the ωB97M-V functional and the def2-TZVPD basis, the OMol25 dataset).

Values from the calculation:
**Gap between HOMO and LUMO**: 8.319 eV
**LUMO level**: 0.0290 hartree
**ΔE to the lowest compared entry with this formula, charge and spin**: 106.8 kcal/mol
**HOMO**: -7.53 eV
**Calculated total energy**: -8426.608 eV

```
! wB97M-V def2-TZVPD RIJCOSX def2/J DEFGRID3
* xyz 0 1
O 0.1131 1.2960 1.6804
C -0.2903 2.0241 0.7476
C -0.9315 1.5444 -0.4049
C -1.2952 0.1108 -0.3587
C 0.0904 -1.0182 -0.6262
C 1.5463 -0.7756 -0.1340
C 0.6310 -1.6417 0.6314
H -0.1330 3.1210 0.8089
H -1.2522 2.1690 -1.2286
H -0.0094 0.1938 -0.7579
H -1.9563 -0.2310 -1.1523
H -1.5623 -0.2394 0.6384
H -0.0377 -1.6063 -1.5281
H 2.3166 -1.2047 -0.7675
H 1.7520 0.2013 0.2938
H 0.7634 -2.7187 0.5959
H 0.2550 -1.2248 1.5620
*
```

***

# C6H10O

A 2-piece molecular cluster, C6H10O overall (the ωB97M-V functional and the def2-TZVPD basis, the OMol25 dataset).

Values from the calculation:
**Gap between HOMO and LUMO**: 8.933 eV
**LUMO level**: 0.0237 hartree
**ΔE to the lowest compared entry with this formula, charge and spin**: 65.8 kcal/mol
**HOMO**: -8.29 eV
**Calculated total energy**: -8428.386 eV
**SMILES string**: C=CC=C.CC=O

```
! wB97M-V def2-TZVPD RIJCOSX def2/J DEFGRID3
* xyz 0 1
C 0.1592 -1.2299 0.5575
C 1.1215 -1.1266 -0.4373
C 1.9431 -0.0009 -0.5609
C 1.6905 1.0843 0.2573
H -0.4430 -2.1365 0.5946
H 0.3805 -0.8221 1.5422
H 1.1251 -1.8274 -1.2752
H 2.5588 0.1099 -1.4500
H 1.3330 0.9544 1.2764
H 2.2218 2.0194 0.1053
C -2.2258 0.1241 -0.3739
C -0.9508 0.6385 0.2782
O -0.1657 1.4419 -0.3079
H -2.5837 -0.7592 0.1620
H -2.0829 -0.1253 -1.4273
H -3.0265 0.8788 -0.3098
H -1.0551 0.7767 1.3688
*
```

***

# C6H10O

One molecule with the formula C6H10O (the ωB97M-V functional and the def2-TZVPD basis, the OMol25 dataset).

Values from the calculation:
**Gap between HOMO and LUMO**: 9.765 eV
**LUMO level**: 0.0335 hartree
**ΔE to the lowest compared entry with this formula, charge and spin**: 27.5 kcal/mol
**HOMO**: -8.85 eV
**Calculated total energy**: -8430.046 eV
**SMILES string**: C=C(C)/C=C/CO

```
! wB97M-V def2-TZVPD RIJCOSX def2/J DEFGRID3
* xyz 0 1
C -0.6014 -0.4577 2.3039
C -0.0909 -0.9973 1.1857
C 0.5760 -2.3455 1.2444
C -0.0208 -0.2893 -0.1135
C 0.1107 1.0352 -0.1949
C -0.0104 1.8825 -1.4093
O -0.1601 1.1719 -2.6104
H -0.5138 -0.9819 3.2424
H -0.9584 0.5623 2.2530
H 0.2047 -2.9999 0.4527
H 0.3457 -2.9105 2.1507
H 1.6403 -2.1228 1.1474
H -0.3616 -0.7991 -1.0106
H 0.2304 1.5989 0.7297
H 0.8696 2.5426 -1.4365
H -0.8240 2.6015 -1.2870
H 0.5484 0.5223 -2.7146
*
```

***

Q: Which of these has the highest ΔE to the lowest compared entry with this formula, charge and spin?
A: number 3